# 1
Here is an isolated molecule of C17H31NO5 from OMol25. Energies are from ωB97M-V/def2-TZVPD.

Atoms and positions in Å:
C (5.8464, 1.0109, 1.0246)
C (4.3664, 0.7493, 0.7733)
C (4.0851, -0.7291, 0.5162)
C (2.6002, -1.0010, 0.2876)
C (2.3277, -2.4762, 0.0039)
C (0.8390, -2.8028, -0.1179)
C (0.1798, -2.1440, -1.3304)
C (-1.1719, -2.7645, -1.6861)
C (-2.2311, -2.5890, -0.6003)
H (-3.1567, -3.0941, -0.8922)
H (-1.8881, -2.9866, 0.3578)
O (-2.5710, -1.2111, -0.4337)
C (-2.2125, -0.6126, 0.6948)
O (-1.5789, -1.1239, 1.5789)
C (-2.6570, 0.8574, 0.7034)
N (-1.6778, 1.6179, -0.0735)
C (-0.3627, 1.5832, 0.5548)
H (-0.0598, 0.5507, 0.7197)
C (0.6505, 2.2693, -0.3577)
O (0.2974, 3.6108, -0.5971)
C (-0.9849, 3.6757, -1.1675)
C (-2.0425, 3.0128, -0.2810)
H (-2.9997, 3.0752, -0.7970)
H (-2.1093, 3.5586, 0.6763)
H (-1.2103, 4.7354, -1.3009)
H (-0.9826, 3.1750, -2.1479)
H (1.6355, 2.2865, 0.1105)
H (0.7048, 1.7240, -1.3124)
H (-0.3783, 2.1005, 1.5298)
H (-2.6696, 1.1781, 1.7618)
C (-4.0663, 0.9615, 0.1183)
C (-4.9950, -0.0579, 0.7288)
O (-4.6900, -0.9224, 1.5029)
O (-6.2513, 0.1137, 0.2995)
H (-6.8387, -0.5502, 0.6949)
H (-4.5049, 1.9451, 0.2904)
H (-4.0308, 0.7822, -0.9579)
H (-1.5443, -2.3081, -2.6057)
H (-1.0512, -3.8354, -1.8617)
H (0.0417, -1.0770, -1.1477)
H (0.8388, -2.2503, -2.1960)
H (0.7303, -3.8872, -0.2053)
H (0.3324, -2.4860, 0.7949)
H (2.8406, -2.7683, -0.9164)
H (2.7478, -3.0724, 0.8175)
H (2.2536, -0.3943, -0.5509)
H (2.0381, -0.6981, 1.1740)
H (4.6513, -1.0557, -0.3596)
H (4.4326, -1.3151, 1.3703)
H (4.0370, 1.3342, -0.0890)
H (3.7874, 1.0797, 1.6390)
H (6.1899, 0.4540, 1.8937)
H (6.0240, 2.0690, 1.2025)
H (6.4390, 0.7028, 0.1658)

Results
HOMO level = -9.12 eV
ΔE to the lowest compared entry with this formula, charge and spin = 1.47 kcal per mole
E_tot = -1097.34987 a.u.
HOMO-LUMO gap = 0.3578 Ha

Charges computed using natural (NBO), reported in e: number 1, C, carries -0.599; number 2, C, carries -0.389; number 3, C, carries -0.387; number 4, C, carries -0.400; number 5, C, carries -0.370; number 6, C, carries -0.412; number 7, C, carries -0.402; number 8, C, carries -0.409; number 9, C, carries -0.082; number 10, H, carries 0.190; number 11, H, carries 0.212; number 12, O, carries -0.527; number 13, C, carries 0.842; number 14, O, carries -0.607; number 15, C, carries -0.136; number 16, N, carries -0.429; number 17, C, carries -0.266; number 18, H, carries 0.228; number 19, C, carries -0.075; number 20, O, carries -0.521; number 21, C, carries -0.070; number 22, C, carries -0.254; number 23, H, carries 0.204; number 24, H, carries 0.171; number 25, H, carries 0.195; number 26, H, carries 0.166; number 27, H, carries 0.199; number 28, H, carries 0.166; number 29, H, carries 0.174; number 30, H, carries 0.198; number 31, C, carries -0.530; number 32, C, carries 0.808; number 33, O, carries -0.588; number 34, O, carries -0.684; number 35, H, carries 0.499; number 36, H, carries 0.243; number 37, H, carries 0.259; number 38, H, carries 0.208; number 39, H, carries 0.206; number 40, H, carries 0.200; number 41, H, carries 0.202; number 42, H, carries 0.194; number 43, H, carries 0.221; number 44, H, carries 0.188; number 45, H, carries 0.198; number 46, H, carries 0.192; number 47, H, carries 0.196; number 48, H, carries 0.192; number 49, H, carries 0.193; number 50, H, carries 0.192; number 51, H, carries 0.193; number 52, H, carries 0.200; number 53, H, carries 0.207; number 54, H, carries 0.200



# 2
Here is C17H32AlF3NO7 as an isolated structure in a non-equilibrium geometry from OMol25. Energies are from ωB97M-V/def2-TZVPD.

Atoms and positions in Å:
C (4.6204, -0.8365, 0.4347)
O (4.2993, -0.6083, -0.9538)
C (4.2495, -1.8452, -1.7085)
C (3.0322, -2.8152, -1.2313)
C (1.6076, -2.0739, -1.2637)
Al (0.0493, -3.2159, -0.5676)
C (-1.2048, -2.1903, 0.6768)
C (-1.9122, -0.9557, -0.1134)
C (-3.2555, -0.5261, 0.6480)
F (-2.2702, -1.3631, -1.4775)
N (0.7454, -4.8695, 0.1459)
C (1.5231, -4.6917, 1.3620)
O (1.2313, -3.9864, 2.3351)
F (2.7637, -5.4274, 1.4624)
C (-0.2656, -5.9089, 0.2729)
O (-1.2190, -5.9149, 1.0628)
F (-0.1585, -7.0168, -0.6437)
H (3.6975, -0.5288, 1.0454)
H (4.9101, -1.9290, 0.6642)
H (5.5135, -0.2023, 0.7954)
H (5.2557, -2.3774, -1.5596)
H (4.1210, -1.6708, -2.8428)
H (3.3098, -3.2164, -0.1957)
H (3.0433, -3.6909, -1.9790)
H (1.7242, -1.0702, -0.7275)
H (1.3910, -1.8312, -2.3707)
H (-0.8213, -3.6235, -1.8614)
H (-2.0902, -2.8460, 1.0304)
H (-0.6977, -1.7313, 1.5991)
H (-1.2500, -0.0295, -0.1673)
H (-3.7447, 0.4253, 0.2266)
H (-2.9844, -0.3947, 1.7593)
H (-4.0140, -1.3857, 0.5697)
O (0.1748, 1.5301, 3.7099)
C (1.1499, 2.2091, 3.4987)
O (1.5973, 2.3811, 2.2400)
C (2.6129, 3.3214, 1.8659)
C (3.9959, 2.7256, 2.0314)
C (1.9407, 2.7971, 4.6354)
H (2.4943, 4.2643, 2.4067)
H (2.4439, 3.5490, 0.8105)
H (4.2035, 2.4725, 3.0736)
H (4.7605, 3.4259, 1.6872)
H (4.0844, 1.7995, 1.4575)
H (2.6585, 2.0577, 4.9940)
H (1.2492, 3.0463, 5.4426)
H (2.4569, 3.7209, 4.3805)
O (-4.0893, 2.4219, -0.1042)
C (-4.5165, 2.5393, -1.2279)
O (-3.6920, 2.3977, -2.2817)
C (-4.1274, 2.3154, -3.6449)
C (-4.2883, 3.6955, -4.2494)
C (-5.9461, 2.9376, -1.4727)
H (-5.0329, 1.7099, -3.7329)
H (-3.3440, 1.7764, -4.1829)
H (-5.0570, 4.2748, -3.7330)
H (-4.5606, 3.6238, -5.3048)
H (-3.3563, 4.2600, -4.1646)
H (-6.0273, 4.0251, -1.4376)
H (-6.5633, 2.5062, -0.6822)
H (-6.3513, 2.5662, -2.4122)

Results
HOMO level = -5.11 eV
E_tot = -1790.44083 a.u.
total charge = -1
HOMO-LUMO gap = 0.2737 Ha

Charges computed using natural (NBO), reported in e: number 1, C, carries -0.273; number 2, O, carries -0.570; number 3, C, carries -0.066; number 4, C, carries -0.426; number 5, C, carries -0.992; number 6, Al, carries 1.501; number 7, C, carries -1.016; number 8, C, carries 0.214; number 9, C, carries -0.661; number 10, F, carries -0.414; number 11, N, carries -0.961; number 12, C, carries 0.984; number 13, O, carries -0.533; number 14, F, carries -0.378; number 15, C, carries 0.994; number 16, O, carries -0.544; number 17, F, carries -0.367; number 18, H, carries 0.192; number 19, H, carries 0.186; number 20, H, carries 0.166; number 21, H, carries 0.147; number 22, H, carries 0.185; number 23, H, carries 0.184; number 24, H, carries 0.203; number 25, H, carries 0.211; number 26, H, carries 0.209; number 27, H, carries -0.417; number 28, H, carries 0.213; number 29, H, carries 0.226; number 30, H, carries 0.163; number 31, H, carries 0.224; number 32, H, carries 0.217; number 33, H, carries 0.195; number 34, O, carries -0.555; number 35, C, carries 0.792; number 36, O, carries -0.500; number 37, C, carries -0.066; number 38, C, carries -0.639; number 39, C, carries -0.743; number 40, H, carries 0.167; number 41, H, carries 0.202; number 42, H, carries 0.202; number 43, H, carries 0.211; number 44, H, carries 0.234; number 45, H, carries 0.243; number 46, H, carries 0.241; number 47, H, carries 0.210; number 48, O, carries -0.565; number 49, C, carries 0.800; number 50, O, carries -0.499; number 51, C, carries -0.068; number 52, C, carries -0.635; number 53, C, carries -0.742; number 54, H, carries 0.176; number 55, H, carries 0.208; number 56, H, carries 0.202; number 57, H, carries 0.213; number 58, H, carries 0.219; number 59, H, carries 0.237; number 60, H, carries 0.246; number 61, H, carries 0.214



# 3
Here is C17H32BrCaCl4F6IKN3NaO7 as an isolated structure in a non-equilibrium geometry from OMol25. Energies are from ωB97M-V/def2-TZVPD.

Atoms and positions in Å:
C (1.3585, -3.7325, 2.0159)
C (2.5184, -4.2308, 1.0805)
I (4.4858, -4.1632, 2.0166)
C (2.4669, -3.5621, -0.3257)
N (2.4692, -2.1021, -0.2708)
C (1.5839, -1.5213, -1.3023)
O (0.9195, -0.3617, -0.7924)
C (-0.4488, -0.5712, -0.9164)
F (-0.8388, -0.7976, -2.1553)
F (-1.0545, 0.5706, -0.5352)
F (-0.7818, -1.5716, -0.0613)
C (3.7428, -1.5040, -0.3149)
N (4.1397, -0.7641, 0.6822)
C (3.4360, -0.5367, 1.9554)
C (2.4821, 0.7026, 2.0246)
C (3.0341, 1.6986, 3.1127)
C (2.2289, 2.9973, 3.1103)
O (2.0237, 3.6693, 2.0873)
O (1.7271, 3.5313, 4.2345)
N (4.6260, -1.5917, -1.3767)
F (4.1186, -2.3337, -2.4116)
C (6.0133, -2.0123, -1.0087)
C (6.9495, -0.7768, -1.2849)
F (6.4971, -3.0839, -1.7336)
H (0.8515, -2.8116, 1.6641)
H (0.6064, -4.5491, 2.1311)
H (1.7838, -3.6012, 3.0347)
H (2.3527, -5.3115, 0.8882)
H (3.2792, -4.0197, -0.9320)
H (1.5157, -3.9239, -0.7793)
H (0.8396, -2.2381, -1.6881)
H (2.1509, -1.1534, -2.1887)
H (5.0347, -0.2890, 0.5961)
H (2.8644, -1.4072, 2.3210)
H (4.2408, -0.3576, 2.7092)
H (1.4691, 0.3158, 2.4775)
H (2.3443, 1.2055, 1.0480)
H (4.1212, 1.8937, 2.8958)
H (2.9932, 1.2779, 4.1375)
H (0.7685, 3.3693, 4.2741)
H (6.1223, -2.2417, 0.0751)
H (7.9758, -1.0861, -1.5551)
H (6.5452, -0.2392, -2.1729)
H (6.9394, -0.0476, -0.4431)
O (-3.2728, 2.9675, -0.8983)
H (-2.7392, 2.1618, -0.8764)
H (-3.3043, 3.2000, -1.8319)
Cl (-0.2916, 0.2247, 2.6589)
C (0.5326, -8.1745, 1.6059)
Cl (2.1840, -7.7944, 2.0625)
Cl (-0.5927, -6.8631, 2.0713)
H (0.4815, -8.3135, 0.5308)
H (0.2266, -9.0830, 2.1142)
C (-9.2549, 5.9164, -3.7041)
C (-8.7005, 6.3083, -2.3491)
O (-8.6378, 5.1919, -1.4801)
C (-7.5720, 4.3779, -1.6730)
O (-6.7115, 4.5459, -2.4921)
O (-7.6674, 3.3774, -0.8219)
C (-6.6338, 2.3821, -0.9586)
H (-10.2119, 5.4025, -3.5927)
H (-9.3956, 6.7963, -4.3387)
H (-8.5815, 5.2299, -4.2143)
H (-9.3647, 7.0192, -1.8838)
H (-7.7202, 6.7875, -2.4386)
H (-5.6427, 2.8325, -0.9272)
H (-6.7738, 1.8266, -1.8850)
H (-6.7251, 1.6924, -0.1243)
Na (-1.7241, -5.1242, 1.0936)
F (-2.8676, -1.2467, -1.8353)
K (-10.2177, 8.4947, -1.5494)
Cl (7.7986, -3.3668, -3.4532)
Ca (3.3931, 4.7481, 0.8998)
Br (1.4912, 5.7452, 3.9675)

Results
HOMO level = -6.58 eV
E_tot = -8108.73192 a.u.
total charge = +1
HOMO-LUMO gap = 0.0569 Ha

Charges computed using Löwdin, reported in e: number 1, C, carries -0.137; number 2, C, carries -0.713; number 3, I, carries 0.898; number 4, C, carries -0.212; number 5, N, carries 0.003; number 6, C, carries -0.122; number 7, O, carries 0.030; number 8, C, carries -0.728; number 9, F, carries 0.111; number 10, F, carries 0.121; number 11, F, carries 0.087; number 12, C, carries -0.258; number 13, N, carries 0.150; number 14, C, carries -0.151; number 15, C, carries -0.260; number 16, C, carries -0.104; number 17, C, carries -0.548; number 18, O, carries -0.325; number 19, O, carries -0.259; number 20, N, carries 0.059; number 21, F, carries 0.055; number 22, C, carries -0.355; number 23, C, carries -0.047; number 24, F, carries -0.301; number 25, H, carries 0.066; number 26, H, carries 0.000; number 27, H, carries 0.063; number 28, H, carries 0.018; number 29, H, carries 0.130; number 30, H, carries 0.139; number 31, H, carries 0.145; number 32, H, carries 0.150; number 33, H, carries 0.147; number 34, H, carries 0.091; number 35, H, carries 0.126; number 36, H, carries -0.162; number 37, H, carries 0.102; number 38, H, carries 0.117; number 39, H, carries 0.139; number 40, H, carries 0.113; number 41, H, carries 0.103; number 42, H, carries 0.067; number 43, H, carries 0.087; number 44, H, carries 0.060; number 45, O, carries -0.060; number 46, H, carries 0.028; number 47, H, carries 0.037; number 48, Cl, carries -0.190; number 49, C, carries -0.900; number 50, Cl, carries 0.606; number 51, Cl, carries 0.622; number 52, H, carries 0.046; number 53, H, carries 0.045; number 54, C, carries -0.039; number 55, C, carries -0.306; number 56, O, carries 0.034; number 57, C, carries -0.598; number 58, O, carries 0.146; number 59, O, carries 0.024; number 60, C, carries 0.002; number 61, H, carries 0.096; number 62, H, carries 0.086; number 63, H, carries 0.095; number 64, H, carries -0.085; number 65, H, carries 0.142; number 66, H, carries 0.073; number 67, H, carries 0.108; number 68, H, carries 0.103; number 69, Na, carries 0.580; number 70, F, carries -0.731; number 71, K, carries 1.088; number 72, Cl, carries -0.375; number 73, Ca, carries 1.602; number 74, Br, carries 0.027



# 4
Here is C17H32BrNOSi2 as an isolated structure in a non-equilibrium geometry from OMol25. Energies are from ωB97M-V/def2-TZVPD.

Atoms and positions in Å:
C (-2.7406, -6.1519, -2.7156)
C (-2.3171, -5.7147, -3.7467)
C (-1.9031, -5.0830, -4.9922)
Si (-0.5692, -3.7757, -4.8037)
O (-1.0390, -2.4712, -3.8745)
Si (-1.0983, -2.5104, -2.2105)
Br (0.3450, -3.9290, -1.2537)
C (-0.8184, -0.8278, -1.4454)
C (-1.6157, -0.7770, -0.1307)
C (-1.4770, 0.5265, 0.6581)
C (-2.3410, 0.4070, 1.9188)
C (-0.0056, 0.9120, 0.9378)
C (0.4659, 0.7933, 2.3968)
C (0.6963, -0.6107, 2.9423)
C (1.9069, -1.2021, 2.8674)
C (2.8333, -1.0747, 1.6831)
C (2.4540, -2.0272, 4.0077)
H (-3.1547, -6.7860, -1.9662)
H (-1.4659, -5.8633, -5.6234)
H (-2.7833, -4.7100, -5.5149)
H (-0.3080, -3.2439, -6.1591)
H (0.6973, -4.3868, -4.3696)
H (-2.4541, -2.9531, -1.8384)
H (-1.0660, -0.0153, -2.1296)
H (0.2566, -0.7715, -1.2671)
H (-1.3080, -1.6354, 0.4763)
H (-2.6616, -0.9455, -0.3964)
H (-1.9046, 1.3180, 0.0377)
H (-1.9870, -0.4488, 2.4924)
H (-3.3464, 0.1323, 1.5979)
H (-2.3617, 1.3124, 2.5153)
H (0.1096, 1.9615, 0.6542)
H (0.6964, 0.3674, 0.3156)
H (1.4368, 1.2886, 2.4472)
H (-0.1716, 1.3512, 3.0779)
H (-0.1242, -1.1295, 3.4277)
H (3.5063, -0.2195, 1.8150)
H (2.2982, -0.9277, 0.7510)
H (3.4167, -1.9875, 1.5880)
H (2.3642, -3.1072, 3.8564)
H (3.5151, -1.8041, 4.1241)
H (1.9753, -1.7622, 4.9453)
C (2.1641, 5.0359, -0.0736)
C (1.0360, 5.9637, -0.5108)
C (0.2376, 6.5284, 0.6703)
C (-0.3845, 5.4517, 1.4420)
N (-0.8737, 4.6098, 2.0414)
H (1.7786, 4.1587, 0.4486)
H (2.7233, 4.6812, -0.9391)
H (2.8610, 5.5501, 0.5908)
H (0.3630, 5.4238, -1.1792)
H (1.4521, 6.7964, -1.0803)
H (-0.5479, 7.1958, 0.3153)
H (0.8888, 7.0990, 1.3340)

Results
HOMO level = -7.89 eV
ΔE to the lowest compared entry with this formula, charge and spin = 0.00 kcal per mole
E_tot = -3949.96775 a.u.
HOMO-LUMO gap = 0.3158 Ha

Charges computed using natural (NBO), reported in e: number 1, C, carries -0.259; number 2, C, carries 0.004; number 3, C, carries -0.960; number 4, Si, carries 1.456; number 5, O, carries -1.230; number 6, Si, carries 1.570; number 7, Br, carries -0.333; number 8, C, carries -0.908; number 9, C, carries -0.392; number 10, C, carries -0.215; number 11, C, carries -0.604; number 12, C, carries -0.387; number 13, C, carries -0.437; number 14, C, carries -0.220; number 15, C, carries 0.044; number 16, C, carries -0.659; number 17, C, carries -0.646; number 18, H, carries 0.239; number 19, H, carries 0.265; number 20, H, carries 0.267; number 21, H, carries -0.210; number 22, H, carries -0.193; number 23, H, carries -0.212; number 24, H, carries 0.240; number 25, H, carries 0.233; number 26, H, carries 0.205; number 27, H, carries 0.204; number 28, H, carries 0.195; number 29, H, carries 0.199; number 30, H, carries 0.206; number 31, H, carries 0.220; number 32, H, carries 0.206; number 33, H, carries 0.195; number 34, H, carries 0.204; number 35, H, carries 0.224; number 36, H, carries 0.196; number 37, H, carries 0.213; number 38, H, carries 0.214; number 39, H, carries 0.221; number 40, H, carries 0.212; number 41, H, carries 0.214; number 42, H, carries 0.217; number 43, C, carries -0.614; number 44, C, carries -0.378; number 45, C, carries -0.510; number 46, C, carries 0.293; number 47, N, carries -0.340; number 48, H, carries 0.216; number 49, H, carries 0.218; number 50, H, carries 0.204; number 51, H, carries 0.209; number 52, H, carries 0.209; number 53, H, carries 0.250; number 54, H, carries 0.243